Arrangement a

The following is a DFT calculation (ωB97M-V with the def2-TZVPD basis set) of a structure of composition C3H7N3O.

molar mass = 101.11 g mol⁻¹
HOMO level = -7.8 eV
Kohn-Sham gap = 8.7 eV

Last column: Löwdin charge in e.
Element x y z (Å)
C -0.819 -0.544 0.645  -0.468
N 0.672 -1.944 -0.455  0.000
N 0.778 2.198 -0.155  0.093
C -1.131 0.762 0.423  -0.041
C 0.011 1.100 -0.420  -0.246
O -1.557 -1.562 1.123  0.076
N 0.469 -0.688 0.196  -0.061
H -0.989 -2.349 1.093  0.100
H 0.252 -1.972 -1.384  0.078
H 1.668 -2.096 -0.544  0.066
H 0.917 2.433 0.815  0.100
H 1.558 2.403 -0.758  0.091
H -1.835 1.430 0.894  0.090
H 0.007 0.829 -1.472  0.123

***

Arrangement b

The following is a DFT calculation (ωB97M-V with the def2-TZVPD basis set) of a structure of composition C3H7N3O.

molar mass = 101.11 g mol⁻¹
HOMO level (alpha / beta) = -7.7 / -7.7 eV
Kohn-Sham gap (alpha / beta) = 7.3 / 7.3 eV

Last column: Löwdin charge in e.
Element x y z (Å)
C -0.754 -1.037 -0.903  -0.115
N 0.099 -0.994 0.292  -0.113
N 1.409 -1.041 -0.008  -0.057
C 0.136 0.817 0.791  -0.277
C -0.954 1.605 0.671  -0.010
N 2.062 0.055 -0.295  0.072
O 1.202 1.053 -0.307  -0.092
H 2.001 -1.805 0.310  0.161
H 0.606 0.673 1.760  0.113
H -1.735 -0.679 -0.588  0.073
H -0.398 -0.403 -1.723  0.078
H -0.850 -2.064 -1.259  0.070
H -1.336 1.901 -0.296  0.052
H -1.487 1.919 1.556  0.045

***

Arrangement c

The following is a DFT calculation (ωB97M-V with the def2-TZVPD basis set) of the molecule C3H7N3O.

structure (SMILES) = CN(O)C(N)=C=N
molar mass = 101.11 g mol⁻¹
HOMO level (alpha / beta) = -6.4 / -6.4 eV
Kohn-Sham gap (alpha / beta) = 7.1 / 7.1 eV

Last column: Löwdin charge in e.
Element x y z (Å)
C 0.755 1.576 -0.426  0.055
N 0.804 0.090 0.557  -0.097
O 1.959 -0.742 0.553  -0.039
C -0.332 -0.609 0.298  -0.419
N -0.403 -1.969 0.246  0.154
C -1.408 0.249 0.131  -0.209
N -2.456 0.229 -0.548  0.060
H -0.009 1.808 -1.159  0.051
H 0.840 2.375 0.300  0.055
H 1.683 1.390 -0.963  0.057
H 2.447 -0.460 1.336  0.106
H -1.173 -2.350 -0.285  0.100
H 0.462 -2.487 0.218  0.091
H -3.168 0.901 -0.258  0.033

***

Arrangement d

The following is a DFT calculation (ωB97M-V with the def2-TZVPD basis set) of the molecule C3H7N3O.

structure (SMILES) = [H]/N=C/NC(=O)NC
molar mass = 101.11 g mol⁻¹
HOMO level = -9.8 eV
Kohn-Sham gap = 10.5 eV

Last column: Löwdin charge in e.
Element x y z (Å)
H -3.844 0.243 -0.867  0.039
N -2.929 0.678 -0.771  0.080
C -2.086 -0.189 -0.394  -0.273
N -0.762 0.171 -0.187  0.116
C 0.134 -0.791 0.216  -0.584
O -0.192 -1.962 0.409  0.015
N 1.439 -0.518 0.420  0.014
C 2.172 0.733 0.290  -0.080
H -2.254 -1.249 -0.194  0.127
H -0.514 1.138 -0.345  0.141
H 1.683 -1.486 0.680  0.157
H 1.900 1.472 1.059  0.083
H 2.007 1.201 -0.693  0.083
H 3.246 0.557 0.377  0.082

***

What should be chosen as the least stable of them? Choose arrangement b.